The following is a quantum chemistry calculation of C37H40CaO2P2 as an isolated structure, from the Open Molecules 2025 dataset.

Structure (XYZ):
```
82
Properties=species:S:1:pos:R:3:lowdin_charge:R:1
Ca -2.2838 -4.3517 2.4676 1.283
C 1.2171 -4.5671 5.0092 -0.126
C 1.1419 -3.2908 4.6274 -0.138
C 2.1254 -2.5702 3.7693 -0.209
C 1.9272 -2.6979 2.2312 -0.192
C 1.7239 -4.0686 1.6707 -0.131
C 2.1462 -5.2266 2.1710 -0.121
C 3.0272 -5.3889 3.3533 -0.189
C 2.3027 -5.5450 4.7194 -0.175
C -1.7727 -5.6770 0.6732 -0.424
H 0.4311 -4.9664 5.6498 0.096
H 0.2315 -2.7030 4.8587 0.095
H 3.1577 -2.8325 4.0595 0.107
H 1.9481 -1.5023 3.9931 0.101
H 1.0785 -2.0463 1.9210 0.085
H 2.8439 -2.2936 1.7605 0.117
H 1.1001 -4.0854 0.7719 0.094
H 1.7906 -6.1623 1.7346 0.098
H 3.7759 -4.5803 3.4002 0.103
H 3.5462 -6.3454 3.1855 0.113
H 1.9027 -6.5759 4.8130 0.111
H 3.0859 -5.4393 5.4924 0.118
H -2.3759 -6.5734 0.9144 -0.056
H -0.8257 -6.1228 0.3115 -0.038
H -2.2533 -5.2483 -0.2298 -0.076
P -1.6951 3.9123 -0.8142 1.001
P -0.7088 2.4468 -3.6481 1.001
C -0.0666 4.1677 -1.5567 -0.335
C 0.3353 3.5676 -2.7070 -0.361
C -2.0497 5.6436 -0.2215 -0.388
C -1.0590 6.5942 0.0882 -0.099
C -1.4046 7.8587 0.5835 -0.085
C -2.7444 8.2053 0.7665 -0.089
C -3.7388 7.2838 0.4259 -0.087
C -3.3941 6.0309 -0.0861 -0.112
C -1.2704 3.0278 0.7273 -0.380
C -0.8562 1.6893 0.5759 -0.106
C -0.4663 0.9600 1.6986 -0.090
C -0.4765 1.5663 2.9685 -0.093
C -0.9089 2.8951 3.1168 -0.084
C -1.3223 3.6292 1.9966 -0.082
C -0.3932 3.2989 -5.3137 -0.349
C -0.9366 4.5861 -5.5012 -0.113
C -0.6676 5.3295 -6.6585 -0.087
C 0.1581 4.7805 -7.6545 -0.097
C 0.6813 3.4894 -7.5028 -0.085
C 0.3906 2.7553 -6.3430 -0.091
C 0.3399 0.9662 -3.8701 -0.425
C -0.3195 -0.2176 -4.2603 -0.115
C 0.4107 -1.3874 -4.4704 -0.084
C 1.8034 -1.3929 -4.2687 -0.083
C 2.4531 -0.2236 -3.8399 -0.083
C 1.7215 0.9521 -3.6194 -0.096
H 0.6532 4.7675 -0.9880 0.064
H 1.3259 3.7641 -3.1369 0.076
H -0.0004 6.3642 -0.0307 0.087
H -0.6157 8.5800 0.8218 0.105
H -3.0126 9.1831 1.1539 0.101
H -4.7839 7.5431 0.5495 0.100
H -4.1630 5.3214 -0.3682 0.093
H -0.8244 1.2418 -0.4193 0.095
H -0.1562 -0.0838 1.5972 0.081
H -0.1558 0.9991 3.8479 0.096
H -0.9326 3.3663 4.1074 0.105
H -1.6552 4.6610 2.1203 0.099
H -1.5714 5.0122 -4.7265 0.097
H -1.0880 6.3323 -6.7910 0.103
H 0.3917 5.3523 -8.5480 0.096
H 1.3204 3.0459 -8.2758 0.104
H 0.7882 1.7485 -6.2278 0.094
H -1.3978 -0.2088 -4.3994 0.096
H -0.0959 -2.2922 -4.8058 0.103
H 2.3778 -2.3043 -4.4558 0.103
H 3.5428 -0.2268 -3.6879 0.107
H 2.2433 1.8406 -3.2571 0.093
C -1.1545 -8.4525 5.1826 -0.057
O -1.3341 -7.1111 4.6207 -0.195
C -1.0099 -6.6516 3.4320 -0.542
O -0.1129 -7.0891 2.7131 -0.079
H -0.5401 -8.3457 6.0769 0.073
H -0.6915 -9.1445 4.4693 0.081
H -2.1555 -8.7669 5.4856 0.074
```

Molecular weight ... 618.8 g/mol
LUMO ... -1.152 eV
Frontier orbital gap ... 5.27 eV